# 1
DFT (wB97M-V/def2-TZVPD) results for a cluster of 16 separate species, C43H110BrN2O20 in total at a distorted geometry.

Last column: Mulliken charge in e.
Cartesian coordinates (Å):
C1 -4.63 -3.21 1.56  -0.433
C2 -4.23 -2.08 1.74  -2.035
C3 -3.58 -0.90 2.25  0.956
N1 -3.03 -0.93 3.63  0.445
C4 -3.28 -2.01 4.59  -1.685
C5 -4.02 -1.58 5.90  0.103
C6 -3.09 -1.67 7.10  -0.729
Br1 -5.46 -2.89 6.15  -0.075
C7 -2.34 0.13 3.79  -1.484
N2 -1.66 0.48 4.95  -0.013
C8 -2.30 0.98 2.52  0.255
C9 -1.10 1.91 2.37  0.073
C10 -1.48 3.37 2.18  -1.506
C11 -2.41 3.95 3.26  -0.126
C12 -3.18 5.17 2.69  -1.356
C13 -4.65 4.76 2.41  -0.389
C14 -5.54 5.05 3.65  -0.671
C15 -6.20 3.75 4.19  -0.749
C16 -2.45 -0.21 1.48  2.731
C17 -1.11 -0.92 1.36  0.420
C18 -1.17 -2.39 0.94  -1.602
C19 -1.82 -2.62 -0.41  0.473
O1 -2.21 -4.01 -0.55  -0.482
C20 -2.98 -4.19 -1.67  0.813
C21 -4.39 -3.68 -1.74  -0.952
O2 -2.52 -4.81 -2.59  -0.648
C22 -2.95 0.51 0.16  -1.665
O3 -2.16 0.20 -0.94  -0.289
C23 -1.27 1.25 -1.31  0.751
C24 -0.02 0.68 -1.93  -1.248
O4 0.94 0.33 -0.96  -0.384
C25 1.74 1.42 -0.57  -0.340
C26 2.40 1.19 0.79  -0.498
O5 3.62 0.44 0.72  -0.270
C27 4.43 0.65 1.85  -0.144
C28 4.41 -0.55 2.79  -1.096
H1 -4.98 -4.19 1.42  0.609
H2 -4.39 -0.16 2.30  0.424
H3 -2.31 -2.41 4.87  0.366
H4 -3.83 -2.83 4.13  0.912
H5 -4.43 -0.58 5.77  0.489
H6 -2.54 -0.73 7.20  0.235
H7 -3.67 -1.78 8.02  -0.071
H8 -2.41 -2.51 7.05  0.468
H9 -1.24 -0.36 5.35  0.377
H10 -2.27 0.93 5.62  0.347
H11 -3.22 1.57 2.55  0.417
H12 -0.55 1.86 3.31  0.658
H13 -0.43 1.54 1.60  -1.158
H14 -0.59 3.99 2.18  0.791
H15 -1.94 3.55 1.20  0.373
H16 -3.10 3.22 3.69  0.255
H17 -1.78 4.36 4.04  0.364
H18 -2.75 5.46 1.73  0.422
H19 -3.12 6.02 3.35  0.564
H20 -4.65 3.69 2.16  0.073
H21 -5.01 5.30 1.53  0.513
H22 -4.90 5.42 4.44  0.326
H23 -6.28 5.80 3.40  0.398
H24 -7.16 3.60 3.72  0.335
H25 -6.30 3.84 5.27  0.333
H26 -5.52 2.92 4.00  -0.077
H27 -0.46 -0.43 0.64  -0.807
H28 -0.56 -0.89 2.30  0.602
H29 -0.16 -2.79 0.89  0.668
H30 -1.69 -3.01 1.68  0.246
H31 -1.12 -2.41 -1.22  0.275
H32 -2.71 -2.03 -0.55  -0.213
H33 -4.98 -4.29 -1.07  0.240
H34 -4.83 -3.77 -2.71  0.417
H35 -4.49 -2.67 -1.35  0.265
H36 -3.98 0.18 -0.03  0.378
H37 -3.00 1.58 0.34  0.487
H38 -1.76 1.86 -2.07  0.435
H39 -1.04 1.92 -0.49  -0.475
H40 -0.29 -0.24 -2.45  0.353
H41 0.39 1.34 -2.70  0.518
H42 2.51 1.57 -1.33  0.576
H43 1.17 2.35 -0.44  0.290
H44 2.61 2.18 1.19  0.256
H45 1.72 0.66 1.47  0.094
H46 5.47 0.81 1.57  0.320
H47 4.14 1.52 2.45  0.253
H48 4.93 -0.30 3.72  0.404
H49 3.40 -0.83 3.09  0.174
H50 4.95 -1.39 2.38  0.310
C29 -5.88 -7.24 -3.29  -0.508
O6 -5.23 -6.13 -2.66  -0.404
H51 -6.94 -7.21 -3.03  0.268
H52 -5.77 -7.18 -4.37  0.131
H53 -5.46 -8.18 -2.93  0.254
H54 -4.30 -6.18 -2.90  0.183
C30 5.94 0.26 -2.43  -0.743
O7 4.77 1.02 -2.11  -0.432
H55 5.97 0.13 -3.50  0.256
H56 6.84 0.79 -2.10  0.337
H57 5.89 -0.71 -1.94  0.266
H58 4.73 1.14 -1.16  0.257
C31 1.71 4.51 4.14  -0.422
O8 0.89 5.56 3.63  -0.487
H59 1.15 3.58 4.08  0.085
H60 2.62 4.42 3.53  0.268
H61 1.98 4.71 5.18  0.343
H62 1.41 6.37 3.69  0.311
C32 2.17 -2.51 6.06  -0.669
O9 1.76 -2.17 4.73  -0.416
H63 2.57 -1.61 6.53  0.245
H64 1.32 -2.88 6.64  0.259
H65 2.95 -3.27 6.03  0.303
H66 1.41 -2.96 4.32  0.267
C33 -2.46 -3.01 10.56  -0.651
O10 -3.74 -2.59 10.09  -0.384
H67 -1.71 -2.37 10.09  0.229
H68 -2.39 -2.90 11.64  0.314
H69 -2.27 -4.04 10.28  0.284
H70 -4.39 -3.17 10.51  0.252
C34 0.91 -3.79 -4.38  -0.616
O11 -0.43 -3.49 -4.78  -0.420
H71 1.58 -3.11 -4.92  0.274
H72 1.03 -3.64 -3.31  0.229
H73 1.16 -4.82 -4.64  0.288
H74 -1.01 -4.09 -4.30  0.211
C35 4.69 4.97 -2.57  -0.342
O12 5.93 4.37 -2.21  -0.511
H75 4.76 6.04 -2.38  0.154
H76 4.49 4.82 -3.64  0.297
H77 3.87 4.55 -1.98  0.085
H78 5.85 3.42 -2.39  0.312
C36 -1.42 -4.33 -8.17  -0.419
O13 -2.65 -3.74 -7.73  -0.556
H79 -1.46 -4.45 -9.25  0.308
H80 -0.58 -3.68 -7.91  0.190
H81 -1.29 -5.31 -7.70  0.198
H82 -2.59 -3.64 -6.78  0.287
C37 -6.19 -0.48 9.21  -0.212
O14 -5.15 0.34 9.73  -0.535
H83 -7.06 0.14 9.03  0.315
H84 -5.88 -0.94 8.27  -0.075
H85 -6.45 -1.26 9.94  0.207
H86 -4.39 -0.24 9.89  0.329
C38 2.37 -5.25 -8.17  -0.221
O15 1.51 -5.69 -9.22  -0.512
H87 2.79 -4.29 -8.45  0.090
H88 1.81 -5.15 -7.24  0.027
H89 3.19 -5.97 -8.03  0.321
H90 1.15 -6.54 -8.96  0.294
C39 -6.53 -8.76 -7.08  -0.503
O16 -6.09 -9.59 -6.01  -0.496
H91 -7.46 -9.18 -7.47  0.228
H92 -6.73 -7.74 -6.73  0.244
H93 -5.79 -8.73 -7.88  0.241
H94 -5.27 -9.21 -5.68  0.292
C40 8.89 5.47 -4.10  0.010
O17 7.69 6.00 -4.67  -0.518
H95 9.74 5.96 -4.58  -0.293
H96 8.92 5.66 -3.03  0.259
H97 8.95 4.40 -4.29  0.296
H98 6.96 5.55 -4.24  0.287
C41 4.35 -1.99 -10.53  -0.510
O18 4.79 -2.79 -9.43  -0.482
H99 3.45 -2.44 -10.93  0.210
H100 4.12 -0.97 -10.19  0.270
H101 5.12 -1.95 -11.31  0.255
H102 5.59 -2.38 -9.08  0.278
C42 12.47 7.19 -4.92  -0.528
O19 12.60 6.38 -3.76  -0.494
H103 11.55 6.92 -5.43  0.170
H104 12.42 8.25 -4.63  0.250
H105 13.32 7.03 -5.59  0.266
H106 13.42 6.64 -3.32  0.293
C43 6.42 8.88 -3.22  -0.416
O20 5.14 8.37 -2.85  -0.480
H107 7.14 8.08 -3.11  0.101
H108 6.40 9.21 -4.26  0.264
H109 6.70 9.72 -2.58  0.277
H110 4.49 9.07 -2.95  0.280

Output
Net charge ... +1
Energy ... -5892.052280 a.u.
HOMO energy ... -0.4025 Eh
LUMO energy ... -3.316 eV
HOMO-LUMO gap ... 7.64 eV

---

# 2
DFT (wB97M-V/def2-TZVPD) results for a structure of composition C16H18NO5ReS2 at a distorted geometry.

Last column: Löwdin spin population.
Cartesian coordinates (Å):
Re1 0.34 0.01 0.02  2.438
O1 0.05 0.67 -2.38  0.005
S1 0.80 1.75 -1.69  0.021
O2 1.21 2.90 -2.38  0.004
O3 -0.11 1.99 -0.44  0.071
O4 1.91 0.95 -0.94  0.066
N1 1.06 -1.97 -0.29  0.033
C1 0.30 -2.89 0.56  0.017
C2 -0.39 -3.93 -0.02  0.003
C3 -1.15 -4.77 0.79  0.008
C4 -1.20 -4.54 2.15  0.004
C5 -0.50 -3.48 2.71  0.006
C6 0.26 -2.62 1.92  0.008
C7 0.99 -1.46 2.53  0.049
C8 1.57 -1.61 3.78  -0.008
C9 2.23 -0.55 4.39  0.061
C10 2.34 0.68 3.74  -0.009
C11 1.78 0.83 2.48  0.061
C12 1.10 -0.22 1.87  0.000
H1 1.02 -2.24 -1.28  0.004
H2 2.05 -1.98 -0.02  0.007
H3 -0.33 -4.11 -1.09  0.000
H4 -1.69 -5.60 0.35  0.000
H5 -1.79 -5.18 2.79  0.000
H6 -0.57 -3.29 3.77  0.000
H7 1.53 -2.56 4.28  -0.001
H8 2.68 -0.68 5.36  0.003
H9 2.86 1.50 4.21  -0.002
H10 1.88 1.78 1.96  0.003
O5 -1.55 -0.56 0.42  0.122
S2 -2.76 0.44 0.55  0.019
C13 -3.17 0.85 -1.17  0.005
C14 -4.40 0.03 -1.56  0.000
C15 -4.40 -1.23 -0.69  0.000
C16 -4.11 -0.73 0.72  -0.001
H11 -2.27 0.58 -1.73  0.000
H12 -3.29 1.93 -1.24  0.000
H13 -4.37 -0.20 -2.63  0.000
H14 -5.31 0.60 -1.38  0.000
H15 -3.61 -1.92 -1.00  0.000
H16 -5.34 -1.76 -0.73  0.000
H17 -3.79 -1.47 1.44  0.000
H18 -4.95 -0.15 1.13  0.000

Output
Net charge ... +1
Energy ... -1925.881447 a.u.
HOMO energy (spin up / spin down) ... -0.4271 / -0.4420 Eh
Multiplicity ... 4
<S²> ... 3.779
LUMO energy (spin up / spin down) ... -2.664 / -4.398 eV
HOMO-LUMO gap (spin up / spin down) ... 8.96 / 7.63 eV

---

Q: Which formula does entry 1 have?
A: C43H110BrN2O20

---

Q: Which formula does entry 1 have?
A: C43H110BrN2O20